Entry from the OMol25 dataset: a cluster of 3 separate species, C4H12N2O in total (wB97M-V/def2-TZVPD).

Bonds (Å) are listed after each position.
Element x y z (Å)
1 C -1.15808 -1.55337 -2.47929  N5 1.439, H8 1.093, H9 1.094, H10 1.086
2 C 2.05893 -0.23505 2.29462  N6 1.447, H11 1.101, H12 1.090, H13 1.088
3 C 2.41422 2.14828 2.27555  N6 1.445, H14 1.087, H15 1.100, H16 1.085
4 C -4.17389 -0.95658 -2.04411  H17 1.088, H18 1.090
5 N -2.09189 -0.58664 -2.99358  C1 1.439, O7 1.215
6 N 1.49246 1.07048 2.55408  C2 1.447, C3 1.445, H19 1.014
7 O -1.76069 0.57873 -3.08852  N5 1.215
8 H -0.27800 -1.59020 -3.12701  C1 1.093
9 H -0.81906 -1.26130 -1.48133  C1 1.094
10 H -1.65181 -2.52002 -2.44156  C1 1.086
11 H 2.45011 -0.34422 1.27122  C2 1.101
12 H 2.88093 -0.39791 2.99212  C2 1.090
13 H 1.30217 -0.99783 2.46507  C2 1.088
14 H 3.27503 2.05048 2.93277  C3 1.087
15 H 2.77684 2.15718 1.23757  C3 1.100
16 H 1.93032 3.09771 2.47849  C3 1.085
17 H -4.54976 -1.80394 -2.61377  C4 1.088
18 H -4.73412 -0.04635 -2.25568  C4 1.090
19 H 0.63629 1.19055 2.02335  N6 1.014

highest occupied orbital energy (alpha / beta) = -8.76 / -8.58 eV
energy above the lowest of the compared OMol25 structures with the same formula, charge and spin = 192.2 kcal/mol
multiplicity = 1
gap between HOMO and LUMO (alpha / beta) = 8.0 / 7.7 eV

---

Entry from the OMol25 dataset: a cluster of 2 separate species, C4H12N2O in total (wB97M-V/def2-TZVPD).

Bonds (Å) are listed after each position.
Element x y z (Å)
1 C 1.79559 0.76462 1.54012  C2 1.270, H5 1.058, H6 1.015
2 C 0.88007 1.07625 0.71661  C1 1.270, C3 1.479, O4 1.353
3 C -0.42692 1.54521 1.22683  C2 1.479, H7 1.031, H8 1.077, H9 1.079
4 O 1.02305 1.24027 -0.61885  C2 1.353, H10 0.979
5 H 2.83047 0.56570 1.44886  C1 1.058
6 H 1.44589 0.89642 2.48363  C1 1.015
7 H -1.02801 1.33363 0.41643  C3 1.031
8 H -0.36731 2.59925 1.43897  C3 1.077
9 H -0.72826 0.99653 2.10592  C3 1.079
10 H 1.93884 0.91480 -0.73674  O4 0.979
11 C -1.06106 -0.83723 -2.09287  N12 1.495, H14 1.147, H15 1.057, H16 1.092
12 N -1.01460 -1.05880 -0.61470  C11 1.495, N13 1.457, H17 1.025
13 N -0.05265 -2.05505 -0.16173  N12 1.457, H18 1.013, H19 1.049
14 H -1.75205 0.05837 -2.28124  C11 1.147
15 H -0.20837 -0.38852 -2.52683  C11 1.057
16 H -1.31459 -1.71474 -2.69129  C11 1.092
17 H -1.92285 -1.22271 -0.16934  N12 1.025
18 H -0.36214 -3.01714 -0.23277  N13 1.013
19 H 0.32491 -1.69687 0.74898  N13 1.049

highest occupied orbital energy = -8.78 eV
energy above the lowest of the compared OMol25 structures with the same formula, charge and spin = 87.7 kcal/mol
multiplicity = 1
gap between HOMO and LUMO = 9.8 eV